Computed, not measured: a cluster of 19 separate species, C76H152O38S19 in total at a distorted geometry, with ωB97M-V/def2-TZVPD.

```
285
Properties=species:S:1:pos:R:3:mulliken_charge:R:1
C -2.71663 -1.96903 -6.35841 -0.455
C -3.53021 -3.25583 -6.26085 -0.757
C -4.18554 -3.34692 -4.86591 -0.789
S -2.98012 -2.63758 -3.73244 0.885
O -2.12137 -3.66795 -3.18243 -0.442
O -3.60309 -1.66408 -2.85439 -0.410
C -1.89522 -1.81557 -5.02376 -0.059
H -3.45056 -1.16606 -6.42693 -0.094
H -2.08109 -1.96143 -7.24392 0.458
H -2.86024 -4.11553 -6.24884 0.234
H -4.36351 -3.37491 -6.95334 0.529
H -4.58165 -4.29931 -4.51356 0.270
H -5.06944 -2.71595 -4.95917 0.389
H -0.95125 -2.34523 -5.15219 0.392
H -1.69368 -0.78655 -4.72610 -0.358
C 5.94501 -6.09883 0.98835 -0.369
C 6.18805 -4.66217 0.86122 -0.432
C 5.77407 -4.07375 2.21395 -0.033
S 6.35606 -5.23332 3.47151 1.173
O 5.23378 -5.29356 4.43895 -0.643
O 7.73831 -4.96017 3.91502 -0.691
C 6.53826 -6.59357 2.28261 -0.882
H 6.46776 -6.77526 0.31213 0.392
H 4.86367 -6.21994 0.92416 -0.005
H 5.64096 -4.29418 -0.00676 -0.013
H 7.26155 -4.58162 0.69036 0.545
H 4.69731 -3.92688 2.29821 -0.149
H 6.34695 -3.17899 2.45748 0.381
H 5.89423 -7.38194 2.67221 0.410
H 7.52206 -7.05895 2.22212 0.378
C -4.59289 -3.73648 1.06621 1.406
C -5.57197 -3.83897 2.26354 -0.014
C -6.45243 -4.99392 2.04669 -0.712
S -6.67716 -5.31194 0.19502 0.999
O -8.03364 -4.90488 -0.19585 -0.742
O -6.07574 -6.61613 -0.08797 -0.501
C -5.48113 -3.93314 -0.21540 -0.467
H -3.77856 -4.45901 1.12028 -0.174
H -4.06567 -2.78700 0.97327 -0.854
H -6.20239 -2.95008 2.28676 0.280
H -5.11951 -3.94118 3.24992 -0.181
H -7.41500 -5.09168 2.54869 0.473
H -5.83519 -5.81896 2.40225 0.017
H -6.09457 -3.04986 -0.39317 0.200
H -4.98590 -4.05467 -1.17877 0.237
C 3.98350 0.61871 -6.28396 0.972
C 3.26770 0.55950 -7.60854 -0.964
C 1.84634 0.14211 -7.29426 -0.723
S 1.78893 -0.81861 -5.66533 1.079
O 1.54726 -2.28102 -5.97810 -0.869
O 1.14064 -0.04383 -4.62664 -0.016
C 3.65760 -0.65901 -5.55653 -0.703
H 3.71334 1.45203 -5.63536 -0.918
H 5.03887 0.79153 -6.49473 0.583
H 3.75774 -0.19396 -8.22518 0.311
H 3.23418 1.47836 -8.19392 0.389
H 1.17894 -0.31484 -8.02493 0.531
H 1.35073 1.07114 -7.01252 0.081
H 3.88346 -1.54099 -6.15587 0.494
H 3.95874 -0.97439 -4.55756 -0.135
C 6.46412 0.08382 0.30680 -0.713
C 6.97337 0.59891 -1.03517 -0.514
C 6.42948 -0.21982 -2.15098 -0.245
S 4.83108 -0.78771 -1.56284 1.033
O 4.75961 -2.24036 -1.57695 -0.754
O 3.82408 0.10043 -2.14500 -0.190
C 5.03575 -0.26545 0.16470 0.325
H 6.73745 0.69269 1.16859 0.437
H 6.97760 -0.87201 0.41080 0.209
H 8.05903 0.56722 -1.12698 0.469
H 6.70288 1.64150 -1.20234 -0.075
H 7.03949 -1.09204 -2.38596 0.417
H 6.15834 0.42713 -2.98527 -0.034
H 4.63022 -0.94750 0.91200 0.099
H 4.35669 0.58347 0.24412 -0.261
C -2.52688 -2.13745 4.34492 0.723
C -3.57784 -1.14561 4.18802 1.086
C -3.65480 -0.36544 5.55590 -0.738
S -3.22191 -1.57867 6.83630 1.184
O -4.33918 -2.11399 7.60714 -0.719
O -1.98293 -1.11762 7.44342 -0.637
C -2.84722 -2.86590 5.59676 -1.229
H -1.50892 -1.74820 4.32633 0.012
H -2.64301 -2.79968 3.48698 -0.200
H -4.56382 -1.56952 3.99765 0.175
H -3.24966 -0.50184 3.37195 -1.302
H -4.69676 -0.13869 5.78172 0.636
H -2.97598 0.46960 5.72913 -0.072
H -3.78377 -3.40970 5.47324 0.230
H -2.12069 -3.51869 6.08061 0.696
C 6.11908 5.71824 -3.54913 -0.791
C 6.56910 6.08249 -4.98005 -0.609
C 7.05302 4.81724 -5.65789 -0.924
S 5.79938 3.59444 -5.18860 1.193
O 6.55788 2.32235 -4.96346 -0.737
O 4.65776 3.72100 -6.06367 -0.543
C 5.32387 4.42282 -3.52433 0.763
H 5.58050 6.51880 -3.04205 0.413
H 7.08466 5.60396 -3.05649 0.337
H 7.45880 6.71209 -4.96885 0.372
H 5.69372 6.47623 -5.49657 0.302
H 7.97507 4.40414 -5.24891 0.384
H 7.15167 4.88342 -6.74140 0.435
H 5.68852 3.78107 -2.72229 0.024
H 4.24913 4.58133 -3.61321 -0.653
C 2.49798 7.42726 2.70598 -1.021
C 1.62787 6.16814 3.04484 0.296
C 2.01166 4.90309 2.15331 0.225
S 2.65888 5.63060 0.67116 1.168
O 1.53773 6.04704 -0.16146 -0.512
O 3.66778 4.82540 0.02442 -0.747
C 3.36361 7.14903 1.43068 -0.918
H 3.10313 7.61522 3.59286 0.271
H 1.86011 8.30822 2.63435 0.386
H 0.62963 6.48977 2.74788 -0.273
H 1.55580 5.98481 4.11688 0.446
H 1.22673 4.18661 1.91113 -0.335
H 2.79481 4.30244 2.61591 0.101
H 3.42182 7.92575 0.66818 0.537
H 4.37965 6.81169 1.63551 0.434
C -6.49123 0.34560 0.07504 -0.850
C -5.01450 -0.05199 -0.05721 2.249
C -4.05279 1.00599 0.68895 1.262
S -5.13482 2.35624 1.34344 1.154
O -4.59335 3.66110 1.00639 -0.431
O -5.46835 1.99808 2.76228 -0.785
C -6.56615 1.89387 0.24428 -0.798
H -6.95490 -0.19557 0.89981 0.269
H -7.04090 -0.12026 -0.74286 0.649
H -4.74137 0.08365 -1.10368 -0.639
H -4.62469 -1.02486 0.24224 -1.555
H -3.38116 1.49233 -0.01850 -0.423
H -3.52869 0.53575 1.52099 -0.536
H -6.53460 2.32601 -0.75590 0.107
H -7.50307 2.23082 0.68783 0.691
C -3.88660 4.55592 4.50281 -0.968
C -2.84087 5.22555 3.56141 0.145
C -1.93997 4.16226 3.01186 1.079
S -1.52022 3.17785 4.51607 0.786
O -0.47674 3.91966 5.27656 -0.691
O -1.34043 1.79446 4.12863 -0.064
C -3.19464 3.46179 5.32627 -0.244
H -4.70720 4.07428 3.97107 0.267
H -4.26184 5.26654 5.23922 0.417
H -2.44826 5.98241 4.24047 0.589
H -3.40928 5.68134 2.75069 -0.481
H -0.99199 4.51302 2.60396 -0.653
H -2.38205 3.49362 2.27322 -0.719
H -2.98138 3.70025 6.36827 0.572
H -3.62541 2.46607 5.22099 -0.165
C -4.55770 7.08608 -0.57791 -0.640
C -3.34586 6.34379 -1.27970 0.382
C -2.13556 6.09909 -0.32555 1.558
S -2.09958 7.79229 0.46156 1.052
O -1.43917 8.63923 -0.56282 -0.692
O -1.65069 7.65308 1.83295 -0.606
C -3.94579 8.04963 0.45580 -0.820
H -5.14231 6.35366 -0.02124 0.064
H -5.26998 7.51910 -1.28024 0.512
H -3.10836 6.91352 -2.17809 0.546
H -3.67642 5.38258 -1.67330 -0.839
H -1.17663 5.92301 -0.81293 -0.310
H -2.35063 5.43439 0.51112 -0.964
H -4.23054 9.08672 0.27838 0.439
H -4.15422 7.70741 1.46948 0.373
C -2.73429 -7.47679 -1.61904 0.153
C -1.97756 -7.19341 -2.89682 -0.079
C -3.01395 -7.11147 -4.05349 -0.244
S -4.65225 -7.51228 -3.39221 1.029
O -5.32664 -8.55066 -4.18068 -0.754
O -5.33874 -6.32108 -2.91794 -0.495
C -3.99779 -8.30431 -1.82727 -0.980
H -2.87375 -6.46709 -1.23284 -0.294
H -2.05844 -7.98239 -0.92933 0.535
H -1.26921 -8.00316 -3.07188 0.467
H -1.50055 -6.21606 -2.96986 -0.368
H -2.69076 -7.87871 -4.75704 0.359
H -3.08671 -6.25816 -4.72777 -0.081
H -3.61402 -9.29938 -2.05237 0.416
H -4.79913 -8.36184 -1.09063 0.426
C -4.11609 3.04568 -5.57063 -1.116
C -3.51375 1.65157 -5.29369 -0.084
C -3.81928 1.33161 -3.80123 0.312
S -3.68963 2.86404 -2.77269 1.100
O -2.44885 2.86900 -2.01377 0.070
O -5.02135 3.15157 -2.16758 -0.844
C -3.51681 3.93594 -4.42627 -0.613
H -5.17825 3.11023 -5.33453 0.328
H -3.92333 3.56574 -6.50897 0.538
H -2.44713 1.71711 -5.50848 0.044
H -3.88775 0.93234 -6.02233 0.154
H -3.18423 0.64121 -3.24612 -0.973
H -4.83945 0.95400 -3.73226 0.415
H -2.43600 4.02283 -4.53768 -0.036
H -4.02225 4.89299 -4.29702 0.585
C -2.48208 -6.23354 3.38428 1.465
C -1.64771 -6.80241 4.59862 -0.602
C -1.53219 -8.37517 4.34857 -0.909
S -2.48375 -8.83240 2.85517 1.072
O -3.31888 -10.02619 3.08310 -0.687
O -1.62501 -8.82505 1.68808 -0.578
C -3.54898 -7.25593 2.91297 -0.841
H -1.87130 -5.94552 2.52866 -0.404
H -2.95941 -5.32162 3.74297 -0.655
H -2.25307 -6.42065 5.42075 0.423
H -0.64920 -6.37252 4.51938 0.179
H -1.94440 -8.94853 5.17890 0.345
H -0.60113 -8.94186 4.33878 0.532
H -4.29780 -7.50810 3.66383 0.437
H -3.99589 -7.15461 1.92398 0.191
C 2.82828 3.09984 7.07918 0.022
C 4.07877 3.47375 7.90495 -0.825
C 5.18691 3.76516 6.86546 -0.784
S 4.42317 4.50804 5.39930 1.158
O 4.81579 3.72242 4.21297 -0.548
O 4.62605 5.94794 5.38938 -0.721
C 2.72399 4.11879 5.96749 0.039
H 1.95234 3.10405 7.72788 0.401
H 2.97570 2.12726 6.60966 -0.204
H 4.35965 2.59386 8.48374 0.387
H 3.95498 4.29733 8.60815 0.339
H 5.73328 2.88494 6.52665 0.312
H 5.91808 4.50802 7.18427 0.486
H 2.26331 3.82720 5.02364 -0.525
H 2.21790 5.00913 6.34069 0.541
C 1.76620 -0.10421 4.07505 0.609
C 2.12772 -1.60633 4.28250 -0.098
C 3.37977 -1.64108 5.13189 -0.962
S 4.41458 -0.24299 4.53871 0.828
O 5.32185 -0.65289 3.43728 -0.489
O 4.90989 0.47469 5.74039 -0.644
C 2.99363 0.68465 3.66235 1.406
H 1.45952 0.33575 5.02398 0.589
H 0.92228 -0.07357 3.38588 -0.809
H 2.27337 -2.06345 3.30376 -0.290
H 1.40004 -2.17122 4.86514 0.462
H 4.04081 -2.50218 5.23006 0.562
H 3.20703 -1.36852 6.17303 0.380
H 3.22121 0.48971 2.61435 -0.544
H 2.98368 1.73690 3.94654 -0.728
C 0.86350 -5.58680 -1.13508 0.038
C 1.93333 -4.52335 -1.43075 -0.815
C 2.26543 -3.83089 -0.06125 1.820
S 1.20798 -4.59323 1.31104 0.634
O -0.01203 -3.80280 1.56783 0.024
O 1.96193 -5.05424 2.52092 -0.683
C 0.81459 -6.07091 0.32247 -0.542
H 0.85573 -6.31609 -1.94513 0.723
H -0.12518 -5.13898 -1.23541 -0.293
H 1.66599 -3.85048 -2.24554 0.115
H 2.78920 -5.06871 -1.82844 0.433
H 2.06209 -2.76438 -0.15774 -0.751
H 3.29099 -4.02798 0.25099 -0.871
H -0.11961 -6.42440 0.75884 -0.186
H 1.61253 -6.81000 0.39423 0.465
C 1.60926 4.43436 -5.44708 -0.375
C 1.36599 3.57441 -4.16793 0.396
C 0.96115 4.51596 -2.98563 0.303
S 0.52805 6.19054 -3.72262 1.035
O 1.72696 7.00962 -3.71542 -0.715
O -0.78884 6.71667 -3.34262 -0.521
C 0.56827 5.56195 -5.49332 -0.973
H 1.49572 3.87038 -6.37289 0.312
H 2.61358 4.84680 -5.35044 -0.017
H 2.27263 3.05229 -3.86213 -0.099
H 0.55722 2.88257 -4.40320 -0.002
H 1.69109 4.73778 -2.20712 0.250
H -0.00310 4.17596 -2.60784 -0.372
H 0.81289 6.44281 -6.08691 0.549
H -0.42672 5.18041 -5.72250 0.285
C -0.06110 -0.10378 -1.85210 0.103
C -0.95780 -0.91024 -0.88351 0.919
C -0.75308 -0.61402 0.65067 1.104
S 0.70769 0.53227 0.61883 -0.587
O 1.90209 -0.25747 0.83502 0.180
O 0.41810 1.64089 1.54482 -0.501
C 0.42434 1.14393 -1.15636 -0.503
H -0.63069 0.05234 -2.76823 0.075
H 0.75496 -0.79337 -2.06800 -0.029
H -0.90333 -1.96602 -1.14894 0.282
H -2.00519 -0.67067 -1.06700 -1.261
H -0.50477 -1.45698 1.29554 -0.066
H -1.57073 -0.04207 1.08932 -0.908
H 1.24599 1.74843 -1.54052 0.763
H -0.42421 1.81797 -1.03924 -0.316
```

## Properties
Spin multiplicity: 1
HOMO in eV: -9.56
Total energy in hartree: -13411.298315
Kohn-Sham gap in eV: 9.1897